[1]
ORCA calculation (ωB97M-V/def2-TZVPD) on a structure of composition C4H8O2.

```
14
C4H8O2 | OMol25 | ωB97M-V/def2-TZVPD
C -1.165 -1.124 -0.040
C -1.625 0.142 -0.326
O -0.242 1.503 -0.462
C 0.741 1.291 0.303
C 1.541 -0.479 -0.009
O 0.780 -1.293 0.583
H -1.406 -1.589 0.906
H -0.866 -1.777 -0.851
H -1.885 0.398 -1.346
H -2.099 0.729 0.453
H 0.530 1.080 1.367
H 1.656 1.829 0.044
H 2.480 -0.219 0.492
H 1.560 -0.490 -1.115
```

Values from the calculation:
HOMO level (spin up / spin down)   -7.99 / -8.00 eV
Charge   0
Orbital gap (spin up / spin down)   7.09 / 7.09 eV

=====

[2]
ORCA calculation (ωB97M-V/def2-TZVPD) on an isolated molecule of C4H8O2 in a non-equilibrium geometry.

```
14
C4H8O2 | OMol25 | ωB97M-V/def2-TZVPD
O 0.722 -1.214 -1.286
C 0.468 0.108 -0.872
C -0.999 0.299 -0.508
C -0.985 -0.284 0.973
O 0.391 -0.391 1.373
C 1.157 0.433 0.388
H 0.904 -1.716 -0.475
H 1.030 0.867 -1.458
H -1.657 -0.242 -1.204
H -1.273 1.362 -0.526
H -1.478 -1.270 0.990
H -1.524 0.378 1.670
H 1.036 1.503 0.609
H 2.224 0.165 0.324
```

Values from the calculation:
HOMO level   -9.98 eV
Charge   0
Orbital gap   10.92 eV

=====

[3]
ORCA calculation (ωB97M-V/def2-TZVPD) on an isolated molecule of C4H8O2S in a non-equilibrium geometry.

```
15
C4H8O2S | OMol25 | ωB97M-V/def2-TZVPD
O 1.412 -1.038 2.192
C 0.456 -0.638 1.589
O -0.705 -1.335 1.510
C 0.273 0.788 1.114
C -0.122 0.899 -0.390
C -0.214 -0.381 -1.197
S 0.407 -0.155 -2.891
H -0.505 -2.124 2.054
H 1.259 1.244 1.121
H -0.389 1.276 1.819
H -1.057 1.445 -0.478
H 0.574 1.526 -0.941
H -1.176 -0.860 -1.333
H 0.416 -1.131 -0.721
H -0.630 0.483 -3.446
```

Values from the calculation:
HOMO level   -9.19 eV
Charge   0
Orbital gap   9.86 eV

=====

[4]
ORCA calculation (ωB97M-V/def2-TZVPD) on an isolated molecule of C4H8O2S2 in a non-equilibrium geometry.

```
16
C4H8O2S2 | OMol25 | ωB97M-V/def2-TZVPD
O -1.013 -1.732 -1.670
C 0.286 -1.894 -1.164
C 0.660 -0.853 -0.154
O 1.953 -1.087 0.241
S -0.473 -0.682 1.159
C 0.411 0.747 1.735
C 0.425 1.767 0.574
S 0.637 0.899 -1.058
H -1.103 -0.913 -1.979
H 0.441 -2.902 -0.665
H 0.961 -1.767 -1.890
H 2.481 -0.232 0.220
H 1.378 0.408 1.951
H -0.119 1.234 2.602
H -0.538 2.315 0.634
H 1.205 2.591 0.619
```

Values from the calculation:
HOMO level   -8.76 eV
Charge   0
Orbital gap   9.29 eV

=====

[5]
ORCA calculation (ωB97M-V/def2-TZVPD) on an isolated molecule of C4H8O2S2 in a non-equilibrium geometry.

```
16
C4H8O2S2 | OMol25 | ωB97M-V/def2-TZVPD
C 1.531 -0.227 0.000
C 0.703 1.119 -0.056
C 0.647 -1.380 0.374
C -0.565 1.007 -0.728
O -1.642 -1.833 -0.974
O -1.859 -0.645 1.267
S -1.875 1.975 -0.035
S -1.076 -0.936 0.054
H 1.972 -0.364 -1.029
H 2.328 0.063 0.755
H 0.584 1.347 0.999
H 1.425 2.004 -0.395
H 0.854 -2.359 -0.056
H 0.559 -1.490 1.515
H -0.710 0.666 -1.775
H -2.878 1.052 0.085
```

Values from the calculation:
HOMO level (spin up / spin down)   -5.33 / -9.41 eV
Charge   0
Spin multiplicity   3
Orbital gap (spin up / spin down)   6.04 / 6.23 eV
<S²>   2.0085

=====

[6]
ORCA calculation (ωB97M-V/def2-TZVPD) on an isolated molecule of C4H8O2Se in a non-equilibrium geometry.

```
15
C4H8O2Se | OMol25 | ωB97M-V/def2-TZVPD
C -0.450 -1.314 -0.361
C 0.597 -1.347 0.800
C -1.114 0.087 -0.549
C 0.975 1.038 -0.525
O -1.597 0.793 0.529
O 1.014 2.132 0.301
Se 2.082 -0.381 -0.051
H -0.046 -1.514 -1.296
H -1.232 -1.962 -0.093
H 0.264 -0.781 1.715
H 1.013 -2.297 1.070
H -1.329 0.605 -1.520
H 1.246 1.351 -1.605
H -2.100 1.551 0.357
H 0.677 2.039 1.227
```

Values from the calculation:
HOMO level   -7.52 eV
Charge   0
Orbital gap   8.11 eV

=====

[7]
ORCA calculation (ωB97M-V/def2-TZVPD) on a cluster of 2 separate species, C4H8O2Si in total in a non-equilibrium geometry.

```
15
C4H8O2Si | OMol25 | ωB97M-V/def2-TZVPD
C -0.978 -1.547 -0.121
C 0.158 -1.054 -0.528
Si 0.893 0.479 -1.005
O 2.184 0.746 -0.164
C 2.789 -0.067 0.907
H -1.093 -2.532 0.150
H -1.903 -0.952 0.110
H 1.001 1.582 -1.792
H 2.305 -1.027 0.726
H 2.641 0.428 1.831
H 3.931 0.105 0.597
C -2.964 0.944 -0.208
O -1.875 1.542 -0.420
H -3.335 0.605 0.802
H -3.755 0.748 -0.884
```

Values from the calculation:
HOMO level   -7.29 eV
Charge   0
Orbital gap   7.62 eV

=====

[8]
ORCA calculation (ωB97M-V/def2-TZVPD) on an isolated molecule of C4H8O3.

```
15
C4H8O3 | OMol25 | ωB97M-V/def2-TZVPD
C 1.996 -0.419 1.439
O 0.957 0.461 1.808
C -0.264 0.118 1.237
C -0.338 0.428 -0.253
O 0.450 1.096 -0.874
O -1.426 -0.145 -0.790
C -1.623 0.114 -2.181
H 2.894 -0.092 1.966
H 2.186 -0.391 0.359
H 1.762 -1.452 1.739
H -0.511 -0.945 1.381
H -1.039 0.708 1.740
H -1.840 1.173 -2.341
H -0.731 -0.153 -2.752
H -2.472 -0.500 -2.478
```

Values from the calculation:
HOMO level   -10.03 eV
Charge   0
Orbital gap   10.89 eV